(A)
Below is C2H5N3O2S in the gas phase, with properties calculated with the ωB97M-V functional and the def2-TZVPD basis.

Summary:
Total charge = 0
SMILES = NNC(=O)C(=S)NO
Gap between HOMO and LUMO = 7.36 eV

Last column: Löwdin charge in e.
Geometry (Å):
N: 1.54871 -1.05842 0.51133  -0.130
N: 1.63399 -0.05754 -0.54428  -0.042
C: 0.57903 0.80965 -0.47668  -0.371
O: 0.56793 2.14616 -0.36183  -0.013
C: -0.64662 -0.06239 -0.39575  -0.709
S: -0.85588 -1.70005 -0.60853  0.691
N: -1.70969 0.78449 -0.29104  -0.070
O: -2.92161 0.33799 0.24924  -0.130
H: 1.86409 -0.74604 1.64648  0.197
H: 2.08711 -1.94607 0.22877  0.103
H: 2.46610 0.51441 -0.39786  0.133
H: -1.66097 1.77908 0.01026  0.167
H: -2.95219 -0.80126 0.42989  0.175

(B)
Below is a 2-piece molecular cluster, C2H5N3O2S overall, with properties calculated with the ωB97M-V functional and the def2-TZVPD basis.

Summary:
Total charge = 0
Gap between HOMO and LUMO = 9.07 eV

Last column: Löwdin charge in e.
Geometry (Å):
C: 0.72757 -1.04169 -0.24344  -0.754
C: -0.13949 1.46801 0.83357  -0.747
H: 2.53844 -1.76620 0.23790  0.071
H: 1.72928 -2.74435 -0.92695  0.040
H: -0.50138 -1.86033 -1.46395  0.078
H: -1.23639 0.42043 -0.65649  0.043
H: -2.42175 2.65900 1.15888  0.341
N: 1.66557 -2.17976 -0.15449  0.053
N: -0.29346 -0.95671 -1.02530  0.036
N: -1.21102 1.13716 0.03353  -0.069
O: 0.06935 2.42355 1.56063  -0.010
O: -2.06647 2.27100 -0.25730  -0.144
S: 1.13975 0.16990 0.90341  1.062

(C)
Below is C2H5N3O2S as an isolated structure, with properties calculated with the ωB97M-V functional and the def2-TZVPD basis.

Summary:
Total charge = 0
Gap between HOMO and LUMO = 9.02 eV

Last column: Löwdin charge in e.
Geometry (Å):
C: -0.36655 -0.81091 -0.50616  -0.698
C: 0.54406 0.84196 1.32452  -0.606
H: -0.52948 -1.92656 -2.27224  0.224
H: 0.06475 -0.32900 -2.56045  0.190
H: -0.85917 2.20712 -1.88988  0.019
H: 0.24042 -1.17574 1.77489  0.083
H: 0.24566 -0.04209 3.17388  0.146
N: -0.93892 -0.81158 -1.73432  0.005
N: 0.18175 0.46803 -0.02615  -0.365
N: 0.59181 -0.25187 2.17984  0.139
O: -0.32664 -1.70559 0.29091  0.045
O: 0.67400 2.01779 1.51653  0.047
S: 0.47832 1.51844 -1.27137  0.772

Which structure wins on stability? (C) wins.

(A)
Below is C27H40BrCsN6O2PS as an isolated structure, with properties calculated with the ωB97M-V functional and the def2-TZVPD basis.

Summary:
Total charge = -1
Gap between HOMO and LUMO = 6.01 eV

Last column: Löwdin charge in e.
Geometry (Å):
Cs: 0.49556 0.31621 1.71024  0.997
N: -5.31634 2.45954 8.57385  0.077
C: -4.50610 2.01769 7.51706  -0.332
C: -5.01630 1.15490 6.54838  -0.039
C: -4.22680 0.75236 5.48506  -0.070
C: -2.92370 1.21302 5.37237  -0.281
C: -2.40841 2.07466 6.32826  -0.065
C: -3.19378 2.47263 7.39613  -0.037
S: -1.93316 0.69239 3.99942  0.470
O: -2.35400 -0.66408 3.69669  -0.361
O: -0.54488 0.83994 4.41144  -0.464
N: -2.28604 1.54685 2.71896  -0.151
C: -1.93684 2.84785 2.61449  -0.500
N: -1.94370 3.34184 1.35001  0.113
C: -1.64884 4.62053 1.20568  -0.165
C: -1.32557 5.45777 2.26459  -0.086
C: -1.31810 4.85492 3.51093  -0.149
N: -1.61239 3.58086 3.70402  0.125
H: -6.06315 1.82417 8.80831  0.078
H: -4.80023 2.73086 9.39632  0.078
H: -6.03548 0.79442 6.63462  0.106
H: -4.61330 0.06744 4.74253  0.085
H: -1.39203 2.42559 6.22083  0.105
H: -2.79127 3.14635 8.14460  0.105
H: -1.66071 4.99822 0.18633  0.099
H: -1.08327 6.50081 2.12416  0.084
H: -1.06190 5.42452 4.40102  0.103
C: 3.69008 -1.82155 3.73337  -0.106
C: 4.51657 -2.06254 2.46198  -0.599
C: 5.87653 -2.62654 2.88388  -0.093
C: 3.75148 -3.13152 1.66620  -0.117
P: 4.46592 -0.44969 1.40717  0.694
N: 3.10885 -0.20168 0.74765  -0.501
C: 5.89512 -0.61679 0.12857  -0.604
C: 5.74608 -1.98094 -0.56018  -0.117
C: 5.61643 0.42389 -0.96724  -0.122
C: 7.34097 -0.47576 0.60989  -0.096
C: 4.98498 0.97639 2.59902  -0.595
C: 5.33361 2.19408 1.73131  -0.113
C: 3.73211 1.38088 3.39055  -0.122
C: 6.13565 0.74460 3.58198  -0.092
H: 3.48853 -2.78306 4.21695  0.079
H: 2.73088 -1.35577 3.49836  0.061
H: 4.20419 -1.19668 4.46094  0.055
H: 5.71796 -3.50305 3.52465  0.081
H: 6.47059 -1.91267 3.45370  0.057
H: 6.47262 -2.95760 2.03445  0.053
H: 3.44184 -3.93531 2.34305  0.075
H: 4.35228 -3.58087 0.87724  0.053
H: 2.86824 -2.68289 1.20765  0.057
H: 4.71337 -2.14123 -0.87341  0.078
H: 6.05426 -2.81279 0.07176  0.050
H: 6.38302 -1.99713 -1.45156  0.075
H: 4.55126 0.42119 -1.20548  0.056
H: 6.19320 0.16641 -1.86302  0.073
H: 5.89869 1.43358 -0.67474  0.052
H: 7.59458 -1.18277 1.40029  0.057
H: 7.56240 0.52773 0.97232  0.053
H: 8.01979 -0.66946 -0.23029  0.079
H: 4.56183 2.36197 0.97839  0.078
H: 6.29525 2.09312 1.23033  0.051
H: 5.39271 3.08108 2.37176  0.076
H: 2.85040 1.35998 2.74866  -0.016
H: 3.85240 2.40063 3.77199  0.080
H: 3.54226 0.74052 4.24900  0.062
H: 7.06051 0.45163 3.08535  0.057
H: 5.89897 -0.01273 4.32800  0.055
H: 6.33757 1.67619 4.12542  0.081
Br: -6.02256 0.86727 2.03204  0.752
C: -4.92430 0.44804 0.54890  -0.660
C: -5.29595 0.83687 -0.72143  -0.126
C: -4.44703 0.51190 -1.76821  -0.077
C: -3.27681 -0.17159 -1.48198  -0.154
N: -2.92058 -0.53892 -0.25360  0.079
C: -3.73533 -0.23909 0.75455  -0.186
H: -6.21714 1.37948 -0.88555  0.098
H: -4.68484 0.79163 -2.78577  0.097
H: -2.58426 -0.42770 -2.27656  0.102
H: -3.42664 -0.53729 1.74779  0.068

(B)
Below is C27H40BrCsN6O2PS as an isolated structure, with properties calculated with the ωB97M-V functional and the def2-TZVPD basis.

Summary:
Total charge = -1
Gap between HOMO and LUMO = 5.90 eV

Last column: Löwdin charge in e.
Geometry (Å):
Cs: 0.76147 0.45340 -0.34714  1.066
N: 9.35012 1.88640 -2.86900  0.075
C: 7.96377 1.76919 -2.68646  -0.335
C: 7.42088 1.70676 -1.40498  -0.044
C: 6.04897 1.63492 -1.23274  -0.060
C: 5.20097 1.62013 -2.32717  -0.287
C: 5.73461 1.68587 -3.60255  -0.070
C: 7.10499 1.76707 -3.78366  -0.039
S: 3.43974 1.47235 -2.08868  0.481
O: 3.10672 2.31329 -0.95095  -0.435
O: 2.84377 1.83312 -3.35823  -0.332
N: 3.11713 -0.01057 -1.65538  -0.320
C: 3.27390 -1.04801 -2.49584  -0.496
N: 2.58418 -2.17148 -2.14943  0.113
C: 2.69936 -3.18204 -2.98782  -0.167
C: 3.48089 -3.16312 -4.13841  -0.089
C: 4.17591 -1.98673 -4.36019  -0.153
N: 4.08683 -0.94103 -3.56083  0.125
H: 9.89698 1.51610 -2.10737  0.077
H: 9.67464 1.54379 -3.75993  0.077
H: 8.07565 1.71811 -0.54145  0.103
H: 5.62791 1.59399 -0.23678  0.114
H: 5.06590 1.66370 -4.44972  0.106
H: 7.51507 1.81966 -4.78557  0.104
H: 2.14067 -4.07742 -2.72555  0.100
H: 3.54216 -4.01213 -4.80291  0.082
H: 4.83558 -1.88618 -5.21973  0.102
C: -4.90800 2.53893 0.39369  -0.093
C: -3.55231 1.91691 0.04494  -0.596
C: -3.39624 1.95904 -1.47948  -0.110
C: -2.43191 2.81066 0.59402  -0.116
P: -3.17789 0.11757 0.62239  0.714
N: -1.68249 -0.21829 0.53579  -0.567
C: -3.85828 -0.01953 2.41799  -0.597
C: -3.22922 -1.27536 3.04095  -0.119
C: -3.28603 1.16458 3.20401  -0.113
C: -5.37211 -0.04395 2.64165  -0.095
C: -4.26866 -1.03558 -0.46716  -0.602
C: -4.30181 -2.40991 0.21320  -0.113
C: -3.52100 -1.25484 -1.78804  -0.116
C: -5.71242 -0.62370 -0.76724  -0.095
H: -4.99532 3.51719 -0.09376  0.081
H: -5.02363 2.70933 1.46402  0.055
H: -5.75192 1.93817 0.05663  0.057
H: -3.29609 3.00253 -1.79512  0.078
H: -4.25378 1.54315 -2.00559  0.056
H: -2.50388 1.42106 -1.80293  0.072
H: -2.34166 3.70656 -0.02684  0.077
H: -1.48667 2.26110 0.57792  0.016
H: -2.61453 3.13223 1.61682  0.058
H: -2.22516 -1.41443 2.63627  0.041
H: -3.80795 -2.17361 2.84398  0.058
H: -3.17068 -1.15316 4.12646  0.062
H: -2.22245 1.29362 2.99616  0.074
H: -3.40594 0.96787 4.27436  0.075
H: -3.79690 2.10166 2.98734  0.053
H: -5.83370 -0.95168 2.25434  0.055
H: -5.88377 0.80837 2.19523  0.056
H: -5.58224 -0.01566 3.71736  0.080
H: -3.30874 -2.70040 0.55535  0.076
H: -4.64446 -3.15127 -0.51573  0.075
H: -4.98682 -2.44422 1.05796  0.054
H: -2.45501 -1.37287 -1.58661  0.060
H: -3.65348 -0.43549 -2.48993  0.055
H: -3.90104 -2.16301 -2.26690  0.074
H: -6.29677 -0.42748 0.13140  0.057
H: -6.21537 -1.43519 -1.30630  0.079
H: -5.76914 0.25898 -1.40338  0.055
Br: -0.25952 -1.14021 6.18875  0.736
C: 1.15201 -1.41668 4.96858  -0.675
C: 2.38002 -1.89942 5.39328  -0.122
C: 3.37364 -2.08053 4.44246  -0.068
C: 3.09325 -1.76636 3.12047  -0.138
N: 1.91447 -1.30307 2.72490  0.072
C: 0.95649 -1.13258 3.62230  -0.175
H: 2.54937 -2.12495 6.43752  0.099
H: 4.34963 -2.45468 4.71812  0.100
H: 3.84532 -1.88778 2.34950  0.111
H: 0.00202 -0.76280 3.25734  0.091

Which structure wins on stability? (A) wins.

(A)
Below is an isolated ion of composition C4H12N2 and charge +2, with properties calculated with the ωB97M-V functional and the def2-TZVPD basis.

Summary:
Total charge = +2
SMILES = [NH3+]/C=C/CC[NH3+]
Gap between HOMO and LUMO = 10.84 eV

Last column: Löwdin charge in e.
Geometry (Å):
N: 0.68739 -1.47701 -2.74714  0.190
C: -0.05669 -1.17418 -1.51725  -0.072
C: -0.01240 -0.02656 -0.72052  -0.058
C: -0.95415 0.10827 0.45497  -0.161
C: -0.78446 1.20578 1.56523  -0.134
N: 0.53726 1.11697 2.29648  0.181
H: 1.64335 -1.87838 -2.66645  0.195
H: 0.93824 -0.57603 -3.18304  0.180
H: 0.28970 -2.09010 -3.50060  0.210
H: -0.53178 -2.09080 -1.09962  0.147
H: 0.81541 0.69199 -1.00551  0.140
H: -2.09383 0.22550 0.20187  0.177
H: -0.80925 -0.92913 1.02214  0.167
H: -1.63946 1.32634 2.25840  0.155
H: -0.68127 2.22481 1.22018  0.127
H: 1.33909 0.87802 1.66072  0.185
H: 0.51351 0.43242 3.08823  0.196
H: 0.79933 2.03209 2.67190  0.177

(B)
Below is an isolated ion of composition C4H12N2 and charge +2, with properties calculated with the ωB97M-V functional and the def2-TZVPD basis.

Summary:
Total charge = +2
SMILES = C=C([NH3+])CC[NH3+]
Gap between HOMO and LUMO = 11.06 eV

Last column: Löwdin charge in e.
Geometry (Å):
C: -1.98911 -0.38995 0.55102  0.157
C: -1.20486 0.29486 -0.27376  -0.268
N: -1.65152 1.45521 -1.08708  0.254
C: 0.29314 0.04973 -0.41769  -0.127
C: 0.99527 -0.46172 0.82970  -0.114
N: 2.37366 -1.01823 0.45888  0.213
H: -3.05758 -0.53748 0.43018  0.109
H: -1.55628 -0.66286 1.50849  0.099
H: -0.98519 2.23015 -1.05053  0.184
H: -1.71587 1.28261 -2.10708  0.198
H: -2.61246 1.70459 -0.83268  0.190
H: 0.41104 -0.58217 -1.30260  0.146
H: 0.83971 0.97001 -0.67017  0.131
H: 0.52162 -1.22792 1.42589  0.131
H: 1.23882 0.34267 1.51992  0.150
H: 3.04002 -1.16032 1.22369  0.189
H: 2.76237 -0.35369 -0.21427  0.173
H: 2.29719 -1.93550 0.00809  0.184

Which structure wins on stability? (B) wins.

(A)
Below is CH3N3Si in the gas phase, with properties calculated with the ωB97M-V functional and the def2-TZVPD basis.

Summary:
Total charge = 0
Multiplicity = 3
⟨S²⟩ = 2.022
Gap between HOMO and LUMO (alpha / beta) = 6.82 / 7.55 eV

Last column: Löwdin charge in e.
Geometry (Å):
C: -1.02064 0.39512 -0.58916  -0.196
N: -0.01938 0.42444 -1.40512  -0.110
N: 1.09872 -0.09752 -1.23177  -0.102
N: 1.38457 -0.56988 0.04048  -0.226
Si: 0.55705 -0.16045 1.34538  0.696
H: -1.40473 -0.40762 0.00515  0.006
H: -1.72598 1.26440 -0.69154  0.085
H: 1.13040 -0.84851 2.52659  -0.152

(B)
Below is CH3N3Si in the gas phase, with properties calculated with the ωB97M-V functional and the def2-TZVPD basis.

Summary:
Total charge = 0
Multiplicity = 3
⟨S²⟩ = 2.023
Gap between HOMO and LUMO (alpha / beta) = 9.31 / 7.31 eV

Last column: Löwdin charge in e.
Geometry (Å):
C: -0.88207 1.12289 0.04276  -0.235
N: -2.14676 0.98870 -0.09615  -0.117
N: -2.63030 -0.17447 0.15617  -0.061
N: -1.86775 -1.25507 -0.03526  -0.109
Si: -0.23519 -0.73753 -0.04620  0.561
H: -0.62332 2.20906 0.13088  0.067
H: 0.75134 -0.92434 -1.20299  -0.059
H: 0.46006 -1.35787 1.24469  -0.047

Which structure wins on stability? (B) wins.

(A)
Below is C14H21NO3 in the gas phase, with properties calculated with the ωB97M-V functional and the def2-TZVPD basis.

Summary:
Total charge = 0
SMILES = CCCCCOC(=O)NC[C@@H](O)c1ccccc1
Gap between HOMO and LUMO = 10.04 eV

Last column: Löwdin charge in e.
Geometry (Å):
C: -5.81569 -1.20090 -1.07192  -0.119
C: -4.30229 -1.10262 -0.92561  -0.277
C: -3.90202 -0.10486 0.15893  -0.230
C: -2.38699 -0.00663 0.30838  -0.187
C: -1.99467 0.99482 1.39194  -0.178
O: -0.58472 1.01091 1.60363  0.002
C: 0.13670 1.76633 0.74628  -0.586
O: -0.32623 2.43393 -0.14413  0.099
N: 1.45426 1.70147 1.06737  0.088
C: 2.45353 2.19646 0.15569  -0.116
C: 2.74605 1.20574 -1.00364  -0.330
O: 3.75909 1.71635 -1.83886  -0.014
C: 3.18222 -0.11874 -0.42990  -0.185
C: 2.23917 -1.09750 -0.14198  -0.042
C: 2.62797 -2.29144 0.43918  -0.081
C: 3.96242 -2.52012 0.72968  -0.093
C: 4.90640 -1.55034 0.43729  -0.078
C: 4.51802 -0.35155 -0.13377  -0.026
H: -6.26904 -1.52735 -0.13844  0.070
H: -6.23649 -0.23330 -1.33600  0.070
H: -6.07961 -1.91382 -1.84939  0.067
H: -3.86486 -0.79376 -1.87729  0.109
H: -3.89703 -2.08646 -0.67830  0.108
H: -4.34106 -0.41095 1.11159  0.117
H: -4.30333 0.87968 -0.09041  0.120
H: -1.97409 -0.98499 0.56615  0.120
H: -1.94371 0.31307 -0.63693  0.117
H: -2.42450 0.71599 2.35645  0.130
H: -2.32760 1.99983 1.11339  0.129
H: 1.72421 0.97982 1.71773  0.148
H: 3.37662 2.38568 0.70748  0.134
H: 2.07776 3.13507 -0.26178  0.129
H: 1.81220 1.06576 -1.57048  0.153
H: 3.45026 2.54039 -2.23004  0.101
H: 1.19806 -0.92486 -0.37685  0.112
H: 1.88830 -3.04679 0.66083  0.102
H: 4.26558 -3.45455 1.17854  0.100
H: 5.94893 -1.72746 0.65728  0.102
H: 5.24616 0.40767 -0.37207  0.115

(B)
Below is C14H21NO3 in the gas phase, with properties calculated with the ωB97M-V functional and the def2-TZVPD basis.

Summary:
Total charge = 0
SMILES = COc1ccc(OC[C@H](O)CN2CCCC2)cc1
Gap between HOMO and LUMO = 8.32 eV

Last column: Löwdin charge in e.
Geometry (Å):
C: 4.90932 1.47227 -0.90281  -0.290
O: 4.66356 0.90784 0.17748  -0.109
C: 3.50186 -0.07946 0.15422  -0.123
C: 3.18341 -0.87230 1.23116  -0.035
C: 2.05219 -1.66478 1.51979  -0.016
C: 1.21590 -1.97506 0.52230  -0.245
O: 0.21074 -2.67356 0.45919  -0.017
C: -0.74394 -3.06853 -0.44453  0.011
C: -1.88296 -1.81894 0.03360  -0.266
O: -3.05181 -2.34066 -0.84711  -0.095
C: -1.53690 -0.61439 -0.31065  -0.203
N: -2.79127 0.31301 -0.03748  -0.117
C: -2.67317 1.71461 -0.94187  -0.068
C: -1.94137 2.66041 0.02114  -0.237
C: -2.02872 2.24408 1.41410  -0.141
C: -2.76632 0.85033 1.25096  -0.243
C: 1.57790 -1.18994 -0.96328  0.075
C: 2.60449 -0.29228 -1.02267  -0.027
H: 5.87600 2.07779 -0.74430  0.125
H: 4.04850 2.13602 -1.08397  0.099
H: 5.11665 0.80415 -1.75578  0.096
H: 3.80329 -0.47814 2.06972  0.131
H: 1.92433 -1.87983 2.43179  0.043
H: -1.17669 -4.02661 -0.21403  0.134
H: -0.50002 -2.84549 -1.37425  0.071
H: -2.06834 -1.93771 1.10045  0.158
H: -3.71538 -1.59852 -0.60075  0.104
H: -1.33548 -0.29977 -1.48191  0.189
H: -0.72252 -0.13957 0.07101  0.092
H: -3.89530 1.91599 -0.79511  0.167
H: -2.40279 1.41208 -1.82940  0.027
H: -0.92556 2.56336 -0.53326  0.136
H: -2.38797 3.72787 -0.06961  0.138
H: -1.10164 1.97977 1.95414  0.128
H: -2.52263 3.02892 1.75287  0.052
H: -3.89331 0.84986 1.46477  0.145
H: -2.47032 0.22248 1.92154  0.044
H: 0.95765 -1.19580 -1.71088  0.017
H: 2.88866 0.11052 -1.88657  0.048

Which structure wins on stability? (A) wins.